Entry 1:
Molecular formula: C3H7N3OS
Method: DFT, ωB97M-V/def2-TZVPD

Last column: Mulliken charge in e.
Geometry (Å):
C: -2.31467 0.61006 -0.45485  -0.55
H: 2.19246 -2.81144 -1.21259  0.23
H: 0.61809 2.28946 1.52927  0.33
H: -1.84624 -0.57541 -0.25565  0.30
O: -1.16206 1.61498 0.18090  -0.44
H: -3.45450 0.77170 -0.05680  0.25
H: 0.24557 -2.42694 -1.40614  0.24
H: -2.02152 0.75300 -1.52294  0.28
C: 1.29122 -2.01182 -1.17349  -0.27
H: 2.74766 0.38831 1.81146  0.15
N: 1.30968 -0.78285 -0.57125  -0.62
N: 0.07796 -0.23059 -0.56867  -0.18
C: -0.03232 0.80296 0.21389  0.75
S: 1.54097 0.29414 2.31977  -0.13
N: 0.80771 1.31446 1.16710  -0.33

For the energy relative to the best compared isomer or geometry (same formula, charge and spin), the calculation gives 129.3 kcal per mole. The lowest unoccupied orbital energy is 0.56 eV. The value obtained for the HOMO-LUMO gap is 9.21 eV. As for the max |F|: 0.116 hartree/bohr. The SMILES is C=N/N=C(\NS)OC.

=====

Entry 2:
Molecular formula: C8H11BFN2O2
Method: DFT, ωB97M-V/def2-TZVPD

Last column: Mulliken charge in e.
Geometry (Å):
C: -1.39710 -1.39208 -1.11662  -0.58
H: 2.21608 -0.07049 -0.51534  0.12
C: -0.46476 -1.58070 3.00285  -0.74
B: 0.92784 1.65298 -1.54812  0.55
H: 1.23300 2.96602 -0.19141  0.34
C: -1.22948 1.39364 -0.32744  -0.03
H: -1.17705 2.45787 -0.00186  0.45
H: -1.38441 -1.29833 2.48821  0.13
F: -3.46322 -1.59058 0.13367  -0.25
H: 3.49066 -0.25976 -1.79705  0.25
N: -0.24894 0.81143 -1.13070  0.09
C: -2.38213 0.62224 0.11904  -0.56
C: 0.71552 -1.27499 2.19743  0.36
H: 3.42615 1.28181 -0.72279  0.25
H: -3.15617 1.12864 0.73958  0.40
N: 1.64662 -1.03204 1.56834  -0.38
C: 2.84994 0.49310 -1.27841  -0.34
O: 1.97564 1.09497 -2.30490  -0.41
H: -1.38349 -2.44857 -1.46520  0.42
H: -0.52991 -2.64666 3.22645  0.29
H: 0.53925 -0.90354 -2.13077  0.49
O: 1.00981 2.99917 -1.14824  -0.51
C: -0.30625 -0.52005 -1.51635  -0.08
H: -0.44679 -1.04810 3.95494  0.30
C: -2.44885 -0.80526 -0.27393  0.43

The lowest unoccupied orbital energy is -5.24 eV. The value obtained for the HOMO-LUMO gap is 9.16 eV. As for the max |F|: 0.062 hartree/bohr. The total charge is +1.

=====

Entry 3:
Molecular formula: C28H23MnN7SSe
Method: DFT, ωB97M-V/def2-TZVPD

Last column: Löwdin spin population.
Geometry (Å):
C: 2.87339 -5.57723 1.24839  0.00
C: -1.44968 2.94089 -1.47407  0.00
H: -0.46120 3.30109 -1.72450  0.00
H: 4.51355 3.43524 2.50721  0.00
H: 1.72286 -7.19668 0.42112  0.00
C: -3.05956 -1.84771 1.08937  0.00
H: -5.32811 3.51606 -3.16963  0.00
N: -0.41415 1.06967 -0.31958  0.00
C: 0.72806 1.77538 0.02562  0.00
C: 2.02889 -3.33652 0.90898  0.00
C: -2.55601 3.63031 -1.91582  0.00
C: -0.04063 -0.69173 3.15437  0.01
N: -0.09561 -3.15797 -0.36455  0.00
H: -1.85755 -3.61202 -1.40421  0.00
C: -2.84759 1.31453 -0.43348  0.00
H: 5.13697 3.68554 0.87718  0.00
C: 3.14802 -1.17844 -2.59836  0.00
H: -5.92592 3.70164 -1.52058  0.00
S: -0.59839 -5.63897 -0.83714  0.00
H: 2.08514 -2.26593 1.05700  0.00
H: 3.63645 -6.22423 1.65984  0.00
C: 1.76608 3.60868 1.26266  0.00
C: 3.04799 3.14700 0.96426  0.00
C: -4.13641 0.05231 1.24265  0.00
C: -5.06949 3.87803 -2.17135  0.00
C: 0.65145 2.93670 0.81968  0.00
N: -3.11433 0.17019 0.37305  0.00
Se: -0.33213 -0.46072 4.85215  0.02
N: 1.34226 -0.74366 -1.34440  0.00
H: 4.13606 1.61420 -0.01750  0.00
H: 4.17677 0.68249 -1.95418  0.00
C: 2.97509 -4.19335 1.42661  0.00
C: -1.53777 1.75867 -0.70444  0.00
N: 2.24942 0.23059 -1.16445  0.00
H: 4.09346 4.90183 1.62805  0.00
C: -3.84535 3.17319 -1.64831  0.00
H: 1.33939 -2.48289 -2.51012  0.00
H: -2.68936 -2.85356 1.20162  0.00
N: 0.15441 -0.85583 2.01085  -0.01
H: 3.82151 -1.65667 -3.28757  0.00
C: 3.14866 2.00919 0.19001  0.00
H: 3.80248 -3.78972 1.99441  0.00
C: 3.34813 -0.00040 -1.91542  0.00
C: -4.14096 -1.23948 1.72044  0.00
C: 1.88483 -1.61040 -2.19406  0.00
H: -4.94613 1.60513 -0.72520  0.00
C: 4.26814 3.83188 1.51895  0.00
Mn: -0.32177 -0.98119 0.11952  0.97
C: 1.81177 -6.12711 0.55766  0.00
N: -2.44801 -0.99397 0.26644  0.00
C: 0.85208 -5.26304 0.04491  0.00
C: -3.95760 2.00555 -0.91847  0.00
H: -0.33217 3.28462 1.10393  0.00
H: -4.76856 0.88609 1.48929  0.00
H: -4.90379 4.95313 -2.23888  0.00
H: -4.81227 -1.66262 2.44620  0.00
H: -2.41945 4.53333 -2.50076  0.00
C: 2.02696 1.34258 -0.30401  0.00
H: 1.64767 4.49117 1.88119  0.00
C: -0.95816 -3.95120 -0.90835  0.00
C: 0.95012 -3.87372 0.20576  0.00

For the energy relative to the best compared isomer or geometry (same formula, charge and spin), the calculation gives 5.2 kcal per mole. The lowest unoccupied orbital energy (spin up / spin down) is -0.04 / -0.06 eV. The expectation value of S² is 1.154. The value obtained for the HOMO-LUMO gap (spin up / spin down) is 6.63 / 6.65 eV. The spin multiplicity is 2. As for the max |F|: 0.048 hartree/bohr.

=====

Entry 4:
Molecular formula: C3H2BaCl2F6NO8S3
Method: DFT, ωB97M-V/def2-TZVPD

Last column: Mulliken charge in e.
Geometry (Å):
F: -0.10946 2.14308 -3.98467  -0.21
Cl: -4.32701 -0.90572 -0.56552  -0.19
F: -2.86636 3.54913 0.73778  -0.17
Cl: -1.99780 -0.39976 1.15575  -0.07
O: -0.17048 4.24096 1.15775  -0.65
C: -3.32163 0.32070 0.22722  0.14
S: 1.72068 -0.55434 2.82579  1.08
C: -2.61866 4.83794 0.48562  0.64
O: 0.50489 0.14416 3.38106  -0.72
F: -3.01728 5.54994 1.53687  -0.22
S: -0.80729 5.13383 0.20463  1.10
F: -3.32601 5.20828 -0.57844  -0.24
F: 0.36159 4.25638 -4.02704  -0.20
O: -0.65856 6.54224 0.35804  -0.63
N: -0.54790 4.72772 -1.29360  -0.47
O: -1.05878 2.24547 -1.16318  -0.55
C: -0.41317 3.33348 -3.47020  0.51
O: 2.69262 0.55564 2.52592  -0.77
O: 2.25054 -1.58380 3.67974  -0.65
H: -2.89514 0.95964 -0.53594  -0.08
O: 1.24898 2.94112 -1.46190  -0.63
S: -0.14597 3.25827 -1.65315  0.89
H: -3.95101 0.87806 0.90996  0.28
O: 1.27195 -1.03914 1.47104  -0.71
F: -1.68494 3.60834 -3.74244  -0.21
Ba: 0.65599 1.49376 1.13820  1.73

For the energy relative to the best compared isomer or geometry (same formula, charge and spin), the calculation gives 0.0 kcal per mole. The lowest unoccupied orbital energy is 2.24 eV. The value obtained for the HOMO-LUMO gap is 7.90 eV. As for the max |F|: 0.008 hartree/bohr. The total charge is -1.

=====

Entry 5:
Molecular formula: C5H12O2
Method: DFT, ωB97M-V/def2-TZVPD

Last column: Mulliken charge in e.
Geometry (Å):
H: -1.35413 -1.37850 0.56181  0.23
H: -1.14828 1.99672 -1.07832  0.26
C: -2.64265 0.15905 0.65671  -0.84
H: 3.13115 0.15888 1.40194  0.32
O: 1.32377 -2.18316 1.37323  -0.59
C: 0.60358 1.59523 -2.04032  -0.80
H: 2.97712 1.03852 2.63751  0.30
H: -0.24871 -0.94739 -1.56345  0.31
O: 2.82595 0.14925 2.31847  -0.67
H: 0.99466 2.58346 -1.83834  0.26
H: -3.32845 0.87194 0.22235  0.29
C: -1.66105 -0.49088 0.01623  -0.03
H: -2.97787 -0.35790 1.54512  0.27
H: -1.83710 -0.36024 -2.03797  0.23
H: 1.64187 -3.07095 1.46825  0.31
C: -1.01190 -0.20972 -1.32646  -0.41
H: 1.19391 0.90639 -2.63862  0.27
H: 2.03779 -1.64972 1.77418  0.34
C: -0.51965 1.18903 -1.45231  -0.06

For the energy relative to the best compared isomer or geometry (same formula, charge and spin), the calculation gives 56.2 kcal per mole. The lowest unoccupied orbital energy is 0.62 eV. The value obtained for the HOMO-LUMO gap is 9.83 eV. As for the max |F|: 0.030 hartree/bohr. The SMILES is C=CCC=C.O.O.

=====

Entry 6:
Molecular formula: C31H45BrN6O2
Method: DFT, ωB97M-V/def2-TZVPD

Last column: Mulliken charge in e.
Geometry (Å):
N: -1.96725 -0.60169 1.53035  0.10
C: 1.00510 -7.71590 -4.20887  -1.18
C: -2.72155 -1.54003 0.63574  -0.55
H: 6.10796 -1.27373 -0.71562  0.31
H: 8.40037 -1.51480 -1.46140  0.28
C: -0.44375 -2.07955 -3.17170  0.75
O: -0.37238 -0.03193 -0.30395  -0.60
C: -3.52739 -2.71162 1.38956  -0.03
C: -2.43869 4.26975 -0.05732  -0.41
H: -3.68063 -3.92977 3.24443  0.39
H: 0.56378 -1.05044 6.65639  0.31
H: 7.96183 0.18557 -1.53019  0.28
H: 0.19559 7.31482 1.14740  0.35
H: -2.31013 5.18552 -0.73383  0.25
C: 5.33088 -0.15895 -2.36933  -0.97
C: -1.31583 0.27072 0.49570  0.07
C: -1.20708 7.58414 -1.25942  0.26
H: -1.16702 7.81075 2.16712  0.29
H: -1.11038 -1.49851 -2.52625  -0.08
H: -0.53385 1.81278 6.68499  0.33
C: 0.95610 -1.47127 -3.10421  -0.37
H: -1.96112 -2.04777 -0.06353  0.26
C: -1.68624 2.95077 -0.44385  -0.49
H: -3.85050 5.36554 1.46565  0.30
H: -3.42999 -0.91891 -0.02156  0.28
C: 0.50730 -0.02436 6.28291  -1.05
N: 8.45284 -0.73796 -4.51152  -0.41
H: -0.42620 -3.09944 -2.77363  -0.45
H: 1.81799 -7.38219 -3.55846  0.34
H: 1.08222 -8.80165 -4.30509  0.35
H: -1.89467 -0.83736 7.43231  0.29
C: -1.74473 8.66743 -0.43188  -0.30
H: 4.30141 -0.46146 -2.16297  0.11
H: 2.05152 -3.30447 -3.48902  0.21
H: -4.64245 -2.45618 1.35085  0.40
C: -0.56048 -5.82256 -3.53358  -0.25
C: -0.98763 -2.08545 -4.53305  0.20
H: 2.98760 -1.82643 -3.74589  0.17
N: -1.40969 -2.09587 -5.60488  -0.56
H: -4.25540 3.09132 3.05783  0.31
C: 2.00060 -2.28094 -3.86420  -0.95
H: -0.48127 -7.80278 -2.65862  0.31
C: 0.36097 -5.20218 -2.57778  0.25
H: -1.01342 2.83082 -1.35170  0.40
H: 0.25672 -0.05879 5.21895  0.29
H: -2.06489 9.48549 -1.08449  0.29
H: 1.49833 0.42519 6.37499  0.32
H: 6.10824 -2.15817 -2.23649  0.29
H: 1.15368 -7.27586 -5.19868  0.30
C: -2.49107 0.18476 5.69117  0.17
H: 0.17408 9.55836 0.03376  0.29
H: -1.14533 10.06839 1.07995  0.30
H: -2.56905 0.76331 7.70034  0.30
H: -0.44250 -5.35921 -4.51828  0.33
C: -0.35624 -7.33481 -3.64044  -0.55
C: -0.71526 9.20350 0.56439  -0.43
N: -2.93399 0.17997 4.63512  0.41
N: -0.78394 6.72672 -1.90434  -0.47
Br: -3.27020 -4.36580 0.25472  -0.21
H: -0.18255 0.84739 8.11273  0.32
H: 1.25803 -1.41007 -2.05416  0.28
H: -1.58831 -5.62646 -3.21219  0.35
C: 7.76959 -0.79045 -1.98593  -0.43
H: -2.63512 8.32095 0.10177  0.27
H: -1.90296 -3.52338 2.81918  0.30
C: -2.75926 0.36740 2.32481  -0.34
C: -1.88701 1.73787 0.48707  0.27
C: -0.30028 8.17339 1.60777  -1.12
H: -1.13374 -7.74705 -4.29157  0.35
H: 0.94217 -0.44774 -3.49246  0.37
C: -0.51267 0.78870 7.07105  -0.46
C: -3.58445 3.09544 2.14367  -0.46
C: -2.82821 1.80422 1.73367  0.44
H: -2.98425 -2.25678 3.60472  -0.08
H: 5.44056 -0.07377 -3.45375  0.35
H: 1.77847 -2.31714 -4.93474  0.35
C: 8.15441 -0.76416 -3.40013  0.25
C: 6.30287 -1.17833 -1.78873  -0.41
H: 0.40020 8.61884 2.31846  0.32
C: -1.91797 0.18347 7.03871  -0.50
N: 1.09062 -4.71763 -1.83062  -0.55
O: -3.43757 0.22061 3.50401  -0.29
C: -3.35731 4.35151 1.22747  -0.39
H: 5.48947 0.82914 -1.92868  0.37
C: -2.97765 -3.10280 2.83925  -0.71

The lowest unoccupied orbital energy is -0.32 eV. The value obtained for the HOMO-LUMO gap is 5.67 eV. As for the max |F|: 0.130 hartree/bohr.